# 1
A molecular structure, C4H4O3. Source: the Open Molecules 2025 dataset; level of theory: ωB97M-V/def2-TZVPD.

```
11
C4H4O3 | the Open Molecules 2025 dataset | ωB97M-V/def2-TZVPD
O 0.84 -2.58 0.34
O -2.20 0.01 0.16
O 1.07 1.42 -1.54
C -1.34 0.18 -0.69
C 0.67 -1.68 1.12
C 0.59 1.79 -0.44
C -0.02 0.59 -0.26
H -0.34 -1.40 1.48
H -1.49 0.01 -1.77
H 1.50 -1.09 1.54
H 0.70 2.75 0.07
```

Computed properties:
Frontier orbital gap = 9.229 eV
Calculated total energy = -10349.7248 eV
Charge = 0
Largest force on an atom = 0.48 eV Å⁻¹
Multiplicity = 1
LUMO energy = -0.65 eV
E_HOMO = -9.88 eV
ΔE to the lowest compared entry with this formula, charge and spin = 126.5 kcal per mole

Charges computed using Löwdin, reported in e: -0.01, 0.05, 0.08, -0.27, -0.19, -0.19, 0.10, 0.08, 0.14, 0.08, 0.14

=====

# 2
A single C4H4O3 molecule at a distorted geometry. Source: the Open Molecules 2025 dataset; level of theory: ωB97M-V/def2-TZVPD.

```
11
C4H4O3 | the Open Molecules 2025 dataset | ωB97M-V/def2-TZVPD
O -2.30 1.13 0.12
O 2.36 1.36 -0.08
O 1.03 -1.97 0.13
C -0.48 -0.20 -0.31
C -1.02 0.89 0.24
C 1.78 0.35 -0.18
C 0.87 -0.60 -0.07
H -0.38 1.71 0.52
H -1.10 -0.96 -0.73
H -2.55 0.36 -0.36
H 1.81 -2.07 0.71
```

Computed properties:
Frontier orbital gap = 7.989 eV
Calculated total energy = -10352.2358 eV
Charge = 0
Largest force on an atom = 2.34 eV Å⁻¹
Multiplicity = 1
LUMO energy = 0.23 eV
E_HOMO = -7.75 eV
ΔE to the lowest compared entry with this formula, charge and spin = 68.6 kcal per mole

Charges computed using Löwdin, reported in e: 0.07, 0.17, 0.03, -0.05, -0.18, -0.12, -0.35, 0.13, 0.12, 0.08, 0.12

=====

Question: Among the records above, which one has the highest LUMO energy?
Answer: number 2

=====

Question: Which value of ΔE to the lowest compared entry with this formula, charge and spin does entry 2 give?
Answer: 68.6 kcal per mole

=====

Question: Which value of frontier orbital gap does entry 2 give?
Answer: 7.989 eV